# 1
Below is 12 unconnected molecules or ions with the total composition C62H160N12O19 in a non-equilibrium geometry, with properties calculated with the ωB97M-V functional and the def2-TZVPD basis.

Geometry as XYZ:
```
253
Properties=species:S:1:pos:R:3
C -0.738 0.174 -5.922
O -1.993 0.332 -5.276
C -1.967 1.393 -4.374
C -3.162 1.098 -3.468
N -3.374 1.806 -2.230
C -3.462 3.266 -2.273
C -4.120 3.768 -1.039
O -5.449 3.358 -1.061
C -6.238 3.956 -0.001
H -0.271 1.168 -6.170
H -0.917 -0.500 -6.752
H 0.034 -0.323 -5.265
H -1.930 2.394 -4.751
H -1.078 1.297 -3.798
H -3.049 0.051 -3.165
H -4.038 1.155 -4.172
H -4.014 1.471 -1.557
H -4.214 3.421 -3.035
H -2.491 3.660 -2.493
H -4.200 4.903 -1.038
H -3.548 3.477 -0.139
H -7.231 3.401 0.080
H -6.417 5.018 -0.285
H -5.733 4.070 0.935
C 4.552 1.908 -9.378
O 3.901 1.298 -8.297
C 3.743 2.134 -7.209
C 3.138 1.266 -6.120
N 4.103 0.252 -5.555
C 3.335 -0.640 -4.676
C 4.210 -1.802 -4.290
O 3.462 -2.800 -3.616
C 4.239 -3.776 -3.000
H 5.584 2.165 -8.971
H 4.084 2.876 -9.704
H 4.627 1.158 -10.161
H 2.932 2.935 -7.289
H 4.678 2.625 -6.930
H 2.222 0.837 -6.535
H 2.779 1.981 -5.345
H 4.339 -0.349 -6.274
H 2.414 -1.078 -5.145
H 3.004 -0.109 -3.730
H 5.049 -1.453 -3.621
H 4.707 -2.319 -5.122
H 4.861 -3.259 -2.335
H 4.906 -4.391 -3.706
H 3.580 -4.466 -2.471
C -0.055 2.956 2.721
O 0.014 4.083 3.614
C 1.293 4.593 3.823
C 2.106 3.605 4.681
N 1.686 3.554 6.078
C 2.291 2.434 6.809
C 1.592 2.276 8.108
O 0.253 1.784 7.868
C -0.373 1.303 9.033
H -0.970 3.079 2.059
H -0.196 1.980 3.278
H 0.934 2.886 2.196
H 1.183 5.561 4.365
H 1.792 4.697 2.877
H 3.223 3.787 4.582
H 2.099 2.675 4.127
H 0.666 3.464 6.113
H 3.340 2.534 6.887
H 2.200 1.464 6.243
H 1.476 3.269 8.637
H 2.146 1.724 8.825
H -1.456 1.283 8.939
H -0.054 1.735 9.990
H -0.124 0.281 9.227
C 1.984 -7.831 3.127
O 0.853 -7.249 2.483
C 0.294 -6.145 3.151
C 1.058 -4.843 2.861
N 1.453 -4.515 1.522
C 0.357 -4.354 0.536
C 0.881 -4.496 -0.871
O 1.499 -5.754 -1.122
C 0.495 -6.681 -1.234
H 1.637 -8.210 4.090
H 2.815 -7.099 3.222
H 2.334 -8.719 2.533
H 0.194 -6.310 4.265
H -0.662 -6.060 2.677
H 1.875 -4.648 3.563
H 0.331 -4.035 3.233
H 2.124 -5.220 1.208
H -0.102 -3.369 0.681
H -0.411 -5.184 0.797
H 1.677 -3.736 -0.986
H 0.099 -4.258 -1.616
H 0.057 -6.909 -0.231
H 0.851 -7.583 -1.704
H -0.328 -6.254 -1.804
C -5.732 -2.614 4.582
O -4.416 -2.221 4.883
C -3.421 -3.153 4.452
C -2.065 -2.566 4.788
N -1.675 -2.836 6.133
C -2.421 -2.120 7.212
C -2.025 -2.561 8.581
O -0.625 -2.373 8.804
C 0.133 -3.408 9.457
H -6.044 -3.600 4.942
H -5.903 -2.600 3.492
H -6.342 -1.881 5.153
H -3.568 -3.309 3.397
H -3.529 -4.096 4.978
H -2.148 -1.408 4.600
H -1.271 -2.804 4.155
H -0.672 -2.654 6.268
H -3.468 -2.281 7.043
H -2.205 -1.073 7.133
H -2.273 -3.594 8.636
H -2.611 -1.947 9.282
H 1.190 -3.179 9.129
H -0.123 -4.379 9.035
H 0.105 -3.373 10.524
C 2.345 9.379 -4.244
O 1.910 8.019 -4.336
C 2.189 7.321 -5.539
C 1.312 6.081 -5.610
N 1.227 5.534 -4.300
C 0.277 4.433 -4.069
C 0.085 4.188 -2.577
O -0.435 5.362 -2.009
C -0.214 5.498 -0.626
H 3.433 9.516 -4.179
H 1.974 9.619 -3.217
H 1.830 10.083 -4.922
H 3.268 7.042 -5.591
H 1.935 7.936 -6.375
H 1.865 5.438 -6.291
H 0.344 6.338 -6.143
H 1.052 6.286 -3.664
H 0.695 3.600 -4.665
H -0.733 4.682 -4.382
H 1.056 4.006 -2.135
H -0.502 3.242 -2.317
H -0.639 6.459 -0.276
H 0.844 5.491 -0.349
H -0.629 4.635 -0.086
C -6.557 0.311 0.023
O -5.135 0.415 0.019
C -4.430 -0.432 0.943
C -4.485 -1.874 0.553
N -3.663 -2.125 -0.619
C -4.001 -3.485 -1.108
C -3.218 -3.710 -2.365
O -3.619 -2.798 -3.353
C -2.885 -2.970 -4.602
H -7.020 0.871 0.892
H -6.878 -0.714 0.195
H -6.824 0.710 -0.931
H -4.873 -0.264 1.971
H -3.370 -0.079 0.893
H -5.544 -2.180 0.344
H -4.094 -2.544 1.317
H -3.828 -1.448 -1.361
H -5.064 -3.598 -1.329
H -3.756 -4.305 -0.383
H -3.418 -4.676 -2.741
H -2.167 -3.615 -2.130
H -3.272 -3.847 -5.091
H -1.794 -3.115 -4.494
H -3.076 -2.122 -5.213
C 3.783 3.209 -0.188
C 4.628 3.020 -1.505
C 5.227 1.625 -1.544
O 6.230 1.376 -0.601
C 6.809 0.170 -0.650
N 3.678 3.054 -2.651
H 4.380 2.931 0.733
H 2.937 2.548 -0.287
H 3.482 4.246 -0.099
H 5.370 3.841 -1.645
H 5.625 1.444 -2.617
H 4.373 0.948 -1.475
H 7.770 0.181 -0.156
H 6.920 -0.087 -1.723
H 6.131 -0.577 -0.285
H 4.185 3.119 -3.534
H 2.950 3.770 -2.501
C -2.107 2.296 5.548
C -3.598 1.897 5.444
C -4.035 1.402 3.987
O -5.305 0.890 3.967
C -6.330 1.903 4.043
N -3.904 0.885 6.418
H -1.845 2.549 6.511
H -1.707 2.988 4.787
H -1.508 1.405 5.376
H -4.268 2.731 5.741
H -3.355 0.619 3.683
H -3.953 2.250 3.320
H -7.206 1.440 3.692
H -5.990 2.807 3.463
H -6.599 2.186 5.069
H -3.681 -0.050 6.000
H -4.928 0.723 6.363
C 4.008 0.677 2.104
C 3.617 -0.819 2.078
C 2.354 -1.028 2.821
O 2.591 -0.850 4.199
C 1.481 -0.997 5.008
N 3.573 -1.314 0.708
H 3.280 1.233 1.502
H 5.011 0.785 1.547
H 4.050 1.078 3.104
H 4.365 -1.410 2.582
H 1.829 -2.014 2.748
H 1.732 -0.197 2.551
H 1.834 -1.359 6.021
H 0.874 -1.827 4.703
H 0.841 -0.108 5.070
H 3.155 -2.219 0.686
H 3.158 -0.683 0.084
C 0.481 -4.870 -4.740
C 0.454 -3.667 -5.758
C 1.763 -3.431 -6.418
O 1.746 -2.177 -7.081
C 2.767 -2.043 -8.053
N -0.670 -3.846 -6.633
H 1.118 -5.646 -5.156
H -0.536 -5.231 -4.516
H 1.021 -4.602 -3.835
H 0.235 -2.748 -5.179
H 1.890 -4.179 -7.217
H 2.598 -3.466 -5.692
H 2.834 -1.001 -8.335
H 2.492 -2.714 -8.892
H 3.682 -2.419 -7.572
H -0.638 -4.689 -7.183
H -0.638 -3.076 -7.238
C 0.358 -0.745 -2.401
C -0.158 0.085 -1.240
C -0.353 -0.719 -0.009
O -1.167 -0.054 0.935
C -1.247 -0.855 2.070
N 0.813 1.125 -0.947
H 0.822 -0.114 -3.224
H -0.430 -1.316 -2.816
H 1.073 -1.371 -2.007
H -1.171 0.633 -1.437
H 0.624 -0.987 0.426
H -0.894 -1.640 -0.291
H -1.735 -1.824 1.978
H -1.877 -0.361 2.825
H -0.286 -1.141 2.448
H 0.985 1.743 -1.733
H 0.449 1.736 -0.200
```

Values from the calculation:
* electronic energy: -4544.3197 Ha
* energy relative to the best compared isomer or geometry (same formula, charge and spin): 250.96 kJ/mol
* HOMO-LUMO gap: 8.39 eV
* largest force on an atom: 3.871 eV Å⁻¹
* HOMO energy: -7.775 eV
* 2S+1: 1

Atomic partial charges in e from the Löwdin method, atoms 1 to 2: C -0.091; O -0.186


# 2
Below is a molecular structure, C62H42N4PSe3TeY, with properties calculated with the ωB97M-V functional and the def2-TZVPD basis.

Geometry as XYZ:
```
114
Properties=species:S:1:pos:R:3
Y -0.031 -0.020 0.005
C -5.715 -4.279 -3.714
C -6.126 -3.572 -2.591
C -5.199 -2.860 -1.843
C -3.852 -2.844 -2.202
C -3.446 -3.554 -3.328
C -4.375 -4.266 -4.077
C -2.870 -2.063 -1.384
C -2.992 -0.671 -1.416
C -3.911 0.053 -2.273
C -3.776 1.365 -1.977
C -2.802 1.451 -0.908
C -2.497 2.604 -0.193
C -3.053 3.908 -0.661
C -4.413 4.200 -0.621
C -4.888 5.430 -1.055
C -4.003 6.388 -1.534
C -2.644 6.106 -1.575
C -2.171 4.875 -1.140
C -1.720 2.648 0.977
N -0.957 1.637 1.474
C -0.448 2.066 2.666
C 0.434 1.348 3.486
C 0.958 2.053 4.695
C 2.291 2.451 4.752
C 2.782 3.131 5.857
C 1.947 3.417 6.929
C 0.618 3.016 6.886
C 0.130 2.340 5.777
C 0.856 0.038 3.268
C 1.709 -0.717 4.161
C 1.807 -1.965 3.648
C 0.988 -1.994 2.453
N 0.471 -0.756 2.228
C 0.664 -3.157 1.738
C -0.335 -3.254 0.771
C -0.869 -4.520 0.300
C -1.884 -4.222 -0.533
C -1.952 -2.771 -0.605
N -1.010 -2.221 0.205
C 1.421 -4.405 2.063
C 2.383 -4.856 1.163
C 3.104 -6.010 1.437
C 2.869 -6.726 2.603
C 1.906 -6.283 3.501
C 1.187 -5.127 3.229
C -0.915 3.405 2.932
C -1.692 3.770 1.883
N -2.310 0.208 -0.635
H -6.436 -4.835 -4.301
H -7.169 -3.576 -2.295
H -5.514 -2.307 -0.966
H -2.393 -3.536 -3.597
H -4.043 -4.811 -4.953
H -4.560 -0.394 -3.009
H -4.295 2.197 -2.425
H -5.099 3.452 -0.240
H -5.949 5.642 -1.015
H -4.371 7.348 -1.875
H -1.944 6.842 -1.952
H -1.113 4.644 -1.184
H 2.938 2.239 3.910
H 3.818 3.449 5.870
H 2.328 3.951 7.791
H -0.041 3.230 7.719
H -0.907 2.027 5.738
H 2.151 -0.341 5.070
H 2.354 -2.804 4.048
H -0.505 -5.492 0.586
H -2.521 -4.901 -1.074
H 2.577 -4.300 0.251
H 3.854 -6.338 0.727
H 3.433 -7.628 2.814
H 1.713 -6.838 4.412
H 0.432 -4.776 3.924
H -0.663 3.992 3.801
H -2.218 4.700 1.739
Se 0.601 -1.180 -2.749
Se 0.277 -3.382 -3.309
Te 4.231 -2.710 -1.796
Se 2.288 -1.331 -1.022
C 3.463 5.866 3.144
C 2.204 5.666 2.588
C 1.957 4.555 1.801
C 2.958 3.614 1.549
C 4.218 3.831 2.099
C 4.470 4.947 2.891
P 2.485 2.078 0.631
C 4.145 1.433 0.226
C 4.676 0.496 1.110
C 5.954 -0.008 0.924
C 6.709 0.410 -0.163
C 6.175 1.320 -1.065
C 4.900 1.833 -0.869
C 1.767 2.753 -0.900
C 2.195 3.938 -1.510
C 1.590 4.363 -2.681
C 0.567 3.588 -3.233
C 0.154 2.422 -2.604
C 0.724 1.959 -1.401
H 3.656 6.731 3.768
H 1.406 6.376 2.776
H 0.972 4.406 1.376
H 5.012 3.117 1.909
H 5.459 5.095 3.310
H 4.063 0.137 1.933
H 6.342 -0.760 1.599
H 7.692 -0.010 -0.334
H 6.744 1.614 -1.938
H 4.477 2.525 -1.587
H 2.991 4.532 -1.069
H 1.913 5.279 -3.163
H 0.089 3.909 -4.153
H -0.649 1.852 -3.068
```

Values from the calculation:
* electronic energy: -10459.1322 Ha
* energy relative to the best compared isomer or geometry (same formula, charge and spin): 0.00 kJ/mol
* net charge: -2
* HOMO-LUMO gap: 4.51 eV
* largest force on an atom: 0.620 eV Å⁻¹
* HOMO energy: -1.131 eV
* 2S+1: 1

Atomic partial charges in e from the Löwdin method, atoms 1 to 2: Y 1.090; C -0.117


# 3
Below is a molecular structure, C62H47BI2O19, with properties calculated with the ωB97M-V functional and the def2-TZVPD basis.

Geometry as XYZ:
```
131
Properties=species:S:1:pos:R:3
C 0.827 -2.899 0.339
C 1.224 -2.306 -0.622
C 1.803 -1.560 -1.733
B 1.104 -0.126 -1.752
C 1.966 1.193 -1.470
O 2.017 1.589 -0.098
C 2.597 0.612 0.751
C -0.428 -0.111 -2.104
I -0.843 -0.405 -4.160
C -1.381 0.048 -1.190
C -1.084 0.289 0.257
I -3.464 -0.017 -1.674
H 0.528 -3.642 1.038
H 1.502 -2.077 -2.648
H 2.884 -1.498 -1.640
H 2.993 1.018 -1.823
H 1.576 2.046 -2.025
H 3.294 -0.049 0.234
H 1.839 0.022 1.271
H 3.167 1.138 1.517
H -1.053 -0.646 0.812
H -0.126 0.791 0.395
H -1.836 0.932 0.699
C -4.205 2.526 3.736
C -4.136 3.693 4.370
C -2.831 4.340 4.645
O -2.765 5.404 5.226
C -1.605 3.639 4.186
C -1.675 2.471 3.553
C -2.983 1.823 3.277
O -3.048 0.760 2.699
H -5.146 2.038 3.531
H -5.019 4.218 4.713
H -0.663 4.129 4.397
H -0.793 1.941 3.213
C -2.318 4.347 -8.710
C -2.744 3.116 -8.979
C -2.473 1.993 -8.050
O -2.861 0.870 -8.299
C -1.715 2.289 -6.812
C -1.288 3.519 -6.542
C -1.556 4.647 -7.471
O -1.169 5.768 -7.226
H -2.502 5.183 -9.373
H -3.303 2.874 -9.875
H -1.531 1.453 -6.146
H -0.733 3.757 -5.644
C -7.759 -1.313 3.790
C -7.143 -0.259 4.318
C -7.753 1.091 4.265
O -7.191 2.054 4.749
C -9.072 1.227 3.601
C -9.687 0.173 3.071
C -9.080 -1.182 3.125
O -9.642 -2.141 2.645
H -7.332 -2.307 3.817
H -6.177 -0.333 4.808
H -9.497 2.222 3.574
H -10.650 0.248 2.582
C -2.065 0.183 9.039
C -2.479 -0.368 7.901
C -3.594 0.224 7.124
O -3.975 -0.275 6.085
C -4.232 1.453 7.658
C -3.818 2.005 8.796
C -2.701 1.413 9.577
O -2.323 1.914 10.612
H -1.254 -0.231 9.624
H -2.029 -1.264 7.491
H -5.043 1.866 7.070
H -4.268 2.900 9.204
C -2.820 -2.160 -10.989
C -3.495 -1.092 -10.565
C -4.501 -0.432 -11.435
O -5.115 0.546 -11.062
C -4.729 -1.007 -12.785
C -4.054 -2.074 -13.204
C -3.045 -2.735 -12.337
O -2.431 -3.708 -12.721
H -2.080 -2.658 -10.376
H -3.344 -0.655 -9.583
H -5.468 -0.510 -13.401
H -4.203 -2.508 -14.184
C 3.178 -4.613 2.719
C 3.240 -5.866 3.160
C 4.532 -6.598 3.217
O 4.585 -7.742 3.616
C 5.745 -5.877 2.766
C 5.685 -4.623 2.326
C 4.397 -3.894 2.269
O 4.339 -2.749 1.867
H 2.249 -4.060 2.667
H 2.364 -6.409 3.492
H 6.676 -6.429 2.816
H 6.561 -4.082 1.991
C 9.949 -2.809 -0.428
C 10.132 -2.186 -1.589
C 8.993 -1.588 -2.331
O 9.161 -1.024 -3.389
C 7.643 -1.712 -1.727
C 7.458 -2.335 -0.566
C 8.598 -2.930 0.174
O 8.436 -3.496 1.235
H 10.765 -3.252 0.129
H 11.109 -2.085 -2.046
H 6.827 -1.269 -2.284
H 6.480 -2.437 -0.111
C -2.910 8.510 4.173
C -2.029 8.491 5.169
C -1.737 9.713 5.959
O -0.934 9.701 6.866
C -2.466 10.955 5.596
C -3.347 10.972 4.599
C -3.639 9.749 3.809
O -4.444 9.765 2.903
H -3.138 7.630 3.586
H -1.493 7.595 5.449
H -2.239 11.835 6.185
H -3.889 11.866 4.317
C 9.231 -7.830 -0.874
C 8.524 -6.842 -0.334
C 7.335 -6.283 -1.023
O 6.695 -5.379 -0.527
C 6.963 -6.865 -2.336
C 7.670 -7.853 -2.877
C 8.860 -8.415 -2.188
O 9.504 -9.315 -2.680
H 10.102 -8.253 -0.390
H 8.776 -6.399 0.622
H 6.092 -6.441 -2.819
H 7.417 -8.292 -3.833
```

Values from the calculation:
* electronic energy: -4440.1518 Ha
* HOMO-LUMO gap: 7.06 eV
* largest force on an atom: 0.813 eV Å⁻¹
* HOMO energy: -8.900 eV
* 2S+1: 1

Atomic partial charges in e from the Löwdin method, atoms 1 to 2: C 0.120; C -0.149